[1]
Entry from OMol25: a molecular structure, C5H6O2 at a distorted geometry (wB97M-V/def2-TZVPD).

Structure (XYZ):
```
13
Properties=species:S:1:pos:R:3:lowdin_charge:R:1
C -2.338 -0.039 0.211 -0.094
C 0.016 -0.338 -0.285 -0.405
C 0.535 1.027 -0.174 0.058
C 2.004 0.538 -0.099 -0.094
C 2.169 -0.774 0.188 -0.112
H -3.166 -0.855 -0.440 0.161
H -2.392 -0.267 1.586 0.178
H -2.336 1.188 -0.259 0.148
H 0.127 2.016 -0.357 0.082
H 2.924 1.114 0.245 0.112
H 2.755 -1.536 -0.138 0.089
O -1.219 -0.751 -0.382 -0.150
O 0.921 -1.323 -0.097 0.028
```

**Net charge**: 0
**HOMO level**: -8.303 eV
**Lowest unoccupied orbital energy**: 0.7 eV
**Gap between HOMO and LUMO**: 0.32941 Ha
**ΔE to the lowest compared entry with this formula, charge and spin**: 130.1 kcal/mol
**DFT total energy**: -344.39451 a.u.

***

[2]
Entry from OMol25: a molecular structure, C18H31Cl2CoN2O4 at a distorted geometry (wB97M-V/def2-TZVPD).

Structure (XYZ):
```
58
Properties=species:S:1:pos:R:3:lowdin_charge:R:1
O 2.412 1.133 -0.680 0.098
C 1.657 1.565 -1.617 -0.326
C 1.460 3.086 -1.599 -0.202
C 0.984 3.713 -0.457 -0.055
H 0.660 3.092 0.391 0.064
C 0.912 5.109 -0.406 -0.062
H 0.551 5.584 0.503 0.106
C 1.322 5.870 -1.510 -0.085
H 1.264 6.957 -1.473 0.101
C 1.786 5.227 -2.665 -0.085
H 2.103 5.809 -3.535 0.103
C 1.860 3.836 -2.707 -0.041
H 2.233 3.308 -3.593 0.114
H 2.143 1.316 -2.580 0.148
C 0.413 -0.269 -3.067 -0.078
C 0.098 0.708 -1.987 -0.294
H 0.485 0.206 -4.063 0.109
H -0.368 -1.038 -3.096 0.085
H 1.357 -0.782 -2.855 0.087
C -1.071 1.483 -1.967 -0.233
C -2.199 1.329 -2.914 -0.086
H -1.067 2.391 -1.357 0.096
H -2.177 2.115 -3.680 0.099
H -3.143 1.400 -2.376 0.079
H -2.173 0.357 -3.416 0.075
Co -1.053 -0.156 -0.606 0.122
Cl -0.982 1.199 1.196 0.211
Cl -2.872 -1.302 -0.645 0.066
C -2.111 -1.672 2.740 -0.365
O -1.008 -2.133 3.009 -0.025
N -3.287 -2.294 2.979 -0.201
C -3.278 -3.622 3.551 -0.051
C -4.558 -1.600 2.935 -0.063
H -2.233 -0.668 2.291 0.042
H -2.290 -4.057 3.427 0.082
H -4.035 -4.232 3.050 0.087
H -3.536 -3.583 4.618 0.092
H -4.435 -0.657 2.398 0.083
H -4.927 -1.396 3.954 0.090
H -5.306 -2.217 2.425 0.087
H 1.661 -4.866 -0.004 0.098
H 3.893 -3.732 0.661 0.095
C 1.475 -4.016 -0.668 -0.022
C 3.619 -2.946 -0.050 -0.031
N 2.177 -2.849 -0.167 -0.163
H 0.407 -3.794 -0.711 0.093
C 1.516 -1.712 0.056 -0.225
O 0.277 -1.625 -0.166 -0.123
H 4.022 -1.993 0.295 0.099
H 2.105 -0.872 0.450 0.111
H 1.847 -4.274 -1.668 0.096
H 4.072 -3.200 -1.019 0.095
C 1.124 -0.018 3.388 -0.185
O 1.979 0.206 2.278 -0.186
H 1.767 -0.063 4.279 0.079
H 0.574 -0.962 3.256 0.045
H 0.386 0.789 3.502 0.045
H 1.507 0.811 1.669 0.004
```

**Net charge**: 0
**HOMO level (alpha / beta)**: -8.750 / -8.752 eV
**<S²>**: 6.03
**Lowest unoccupied orbital energy (alpha / beta)**: 0.2 / -2.4 eV
**Gap between HOMO and LUMO (alpha / beta)**: 0.32855 / 0.23179 Ha
**2S+1**: 5
**DFT total energy**: -3418.04025 a.u.

***

[3]
Entry from OMol25: 12 unconnected molecules or ions with the total composition H24O12 at a distorted geometry (wB97M-V/def2-TZVPD).

Structure (XYZ):
```
36
Properties=species:S:1:pos:R:3:lowdin_charge:R:1
O 0.543 0.105 3.372 -0.076
H 0.229 0.819 3.946 0.053
H -0.191 -0.359 2.920 0.001
O 2.855 -0.813 -0.289 -0.048
H 3.159 -1.120 0.570 0.042
H 1.944 -0.725 -0.020 -0.030
O 0.165 -0.028 0.199 -0.066
H 0.040 -0.990 0.133 0.014
H -0.264 0.414 -0.537 0.002
O -1.238 0.985 -1.948 -0.001
H -1.747 0.274 -2.247 0.039
H -1.825 1.555 -1.464 0.075
O 1.933 1.840 -1.105 -0.036
H 1.741 1.874 -0.154 0.015
H 2.061 2.716 -1.383 0.028
O -0.207 3.414 -2.643 -0.075
H -0.417 2.469 -2.550 -0.016
H -0.013 3.765 -1.748 0.040
O 1.267 2.201 1.736 -0.082
H 1.027 1.257 1.777 -0.003
H 0.454 2.707 1.498 0.064
O 1.950 -0.284 -2.778 -0.067
H 1.920 0.380 -2.075 -0.032
H 1.122 -0.317 -3.237 0.003
O -1.825 -2.130 -0.629 -0.016
H -2.271 -2.962 -0.527 0.066
H -2.075 -1.850 -1.514 0.065
O -2.996 0.115 0.795 -0.060
H -2.688 0.725 1.509 0.073
H -2.292 -0.473 0.600 -0.062
O 0.467 -3.000 0.657 -0.024
H 0.209 -3.391 -0.185 0.067
H 1.348 -3.229 0.892 0.058
O -1.302 -1.804 2.441 -0.026
H -2.236 -1.826 2.165 0.061
H -0.840 -2.296 1.819 -0.048
```

**Net charge**: 0
**HOMO level**: -10.012 eV
**Lowest unoccupied orbital energy**: -0.6 eV
**Gap between HOMO and LUMO**: 0.34448 Ha
**ΔE to the lowest compared entry with this formula, charge and spin**: 45.5 kcal/mol
**DFT total energy**: -917.25285 a.u.
**SMILES**: O.O.O.O.O.O.O.O.O.O.O.O

***

[4]
Entry from OMol25: a molecular structure, C17H17F6N4O3RhS at a distorted geometry (wB97M-V/def2-TZVPD).

Structure (XYZ):
```
49
Properties=species:S:1:pos:R:3:lowdin_charge:R:1
Rh 0.821 -0.301 -0.772 1.331
N 2.246 -0.301 2.957 0.190
C 0.982 -0.301 3.491 -0.186
C 0.511 -0.301 4.805 -0.015
C -0.879 -0.301 4.973 -0.092
C -1.744 -0.301 3.876 -0.064
C -1.244 -0.301 2.567 -0.003
C 0.145 -0.301 2.378 -0.169
N 0.873 -0.301 1.213 -0.006
C 2.127 -0.301 1.597 -0.233
C 3.199 -0.301 0.593 -0.351
C 4.556 -0.301 0.829 -0.389
S 5.386 -0.301 -0.677 0.922
C 3.872 -0.301 -1.487 -0.517
N 2.804 -0.301 -0.721 -0.211
H 3.109 -0.301 3.478 0.168
H 1.181 -0.301 5.658 0.105
H -1.294 -0.301 5.979 0.101
H -2.820 -0.301 4.036 0.108
H -1.908 -0.301 1.710 0.044
H 5.095 -0.301 1.763 0.056
H 3.806 -0.301 -2.568 0.050
N 0.821 -0.408 -2.758 -0.207
C 1.034 0.719 -3.611 -0.255
C 0.337 1.910 -2.978 -0.099
C 1.057 2.302 -1.682 -0.590
O 1.771 3.346 -1.778 0.036
O 0.821 1.583 -0.666 -0.147
H 1.495 -1.466 -2.924 0.217
H -0.129 -1.051 -2.936 0.161
H 0.631 0.521 -4.609 0.121
H 2.107 0.912 -3.714 0.122
H -0.717 1.697 -2.762 0.092
H 0.353 2.756 -3.675 0.129
C -2.884 -0.195 -2.246 0.034
C -2.441 -0.301 -0.772 -0.428
O -1.097 -0.301 -0.772 -0.230
C -3.055 -1.564 -0.147 -0.492
F -2.657 -2.705 -0.776 0.144
F -2.770 -1.725 1.168 0.133
F -4.413 -1.563 -0.244 0.141
C -3.055 0.860 0.027 -0.478
F -2.770 0.831 1.351 0.112
F -2.657 2.079 -0.433 0.158
F -4.413 0.872 -0.069 0.145
H -2.520 -1.040 -2.846 0.098
H -2.520 0.726 -2.720 0.087
H -3.977 -0.189 -2.332 0.104
H 0.821 -1.986 -0.772 0.051
```

**Net charge**: 0
**HOMO level (alpha / beta)**: -4.628 / -8.072 eV
**<S²>**: 6.04
**Lowest unoccupied orbital energy (alpha / beta)**: -0.5 / -2.9 eV
**Gap between HOMO and LUMO (alpha / beta)**: 0.15264 / 0.18992 Ha
**ΔE to the lowest compared entry with this formula, charge and spin**: 0.0 kcal/mol
**2S+1**: 5
**DFT total energy**: -2210.39235 a.u.